The following is a DFT calculation (ωB97M-V/def2-TZVPD) of a cluster of 2 separate species, C6H10O in total.

```
17
Properties=species:S:1:pos:R:3
O 2.472 -0.705 0.062
C 1.054 1.195 0.455
C 1.508 0.183 -0.292
C -0.617 -2.377 -0.065
C -0.047 2.078 0.048
C -1.485 -1.504 0.436
C -1.062 1.746 -0.755
H -0.016 3.087 0.459
H 1.131 -0.029 -1.288
H -1.176 0.740 -1.155
H 1.521 1.388 1.421
H -0.939 -3.209 -0.687
H 2.743 -0.523 0.973
H 0.451 -2.292 0.120
H -1.162 -0.665 1.048
H -1.821 2.474 -1.027
H -2.554 -1.586 0.249
```

As for the multiplicity: 1. As for the charge: 0. Its energy above the lowest of the compared OMol25 structures with the same formula, charge and spin is 44.2 kcal/mol. The calculation puts the highest occupied orbital energy at -8.42 eV. As for the SMILES: C=C/C=C/O.C=C. As for the lowest unoccupied orbital energy: 0.9 eV.

The following is a DFT calculation (ωB97M-V/def2-TZVPD) of the molecule C6H10O.

```
17
Properties=species:S:1:pos:R:3
O 2.865 -1.609 -0.138
C -1.586 0.464 1.485
C -1.398 0.520 -0.036
C -2.574 0.903 -0.846
C -0.172 0.392 -0.569
C 2.240 -0.394 -0.291
C 0.961 -0.207 0.135
H -2.644 0.531 1.756
H -1.186 -0.497 1.819
H -3.410 0.181 -0.748
H -0.101 0.621 -1.630
H 0.720 -0.551 1.144
H -2.382 1.185 -1.880
H -0.986 1.224 1.975
H -2.949 1.740 -0.232
H 2.328 -2.037 0.557
H 2.982 0.355 -0.560
```

As for the multiplicity: 1. As for the charge: 0. Its energy above the lowest of the compared OMol25 structures with the same formula, charge and spin is 52.8 kcal/mol. The calculation puts the highest occupied orbital energy at -7.30 eV. As for the SMILES: CC(C)=C/C=C/O. As for the lowest unoccupied orbital energy: 0.7 eV.

The following is a DFT calculation (ωB97M-V/def2-TZVPD) of a cluster of 2 separate species, C6H10O in total.

```
17
Properties=species:S:1:pos:R:3
O -1.881 1.222 0.056
C 1.441 0.609 0.846
C 1.139 -0.733 0.224
C -0.258 -0.545 -0.393
C 0.388 1.427 0.867
C -0.246 -0.351 -1.911
C -0.764 0.776 0.197
H -2.194 -0.268 1.821
H 1.144 -1.505 1.005
H 0.437 0.465 -2.175
H 0.069 -1.257 -2.439
H 1.897 -1.028 -0.511
H -1.250 -0.070 -2.244
H 2.427 0.853 1.235
H 0.332 2.423 1.293
H -1.735 -0.661 2.259
H -0.944 -1.356 -0.130
```

As for the multiplicity: 1. As for the charge: 0. Its energy above the lowest of the compared OMol25 structures with the same formula, charge and spin is 19.9 kcal/mol. The calculation puts the highest occupied orbital energy at -9.45 eV. As for the SMILES: C[C@H]1CC=CC1=O.[H][H]. As for the lowest unoccupied orbital energy: 0.7 eV.

The following is a DFT calculation (ωB97M-V/def2-TZVPD) of the molecule C6H10O.

```
17
Properties=species:S:1:pos:R:3
O 1.173 2.474 1.177
C -1.762 -0.707 0.691
C 1.440 0.560 -0.051
C 1.340 1.292 1.281
C 0.723 -0.794 0.118
C -0.734 -0.586 -0.097
C -1.052 -0.179 -1.521
H 1.119 1.332 -0.806
H 1.271 -1.498 -0.526
H -2.763 -0.314 0.525
H -1.609 -1.254 1.630
H 0.829 -1.229 1.191
H 1.122 0.674 2.113
H 2.503 0.486 -0.101
H -0.753 -0.833 -2.331
H -2.107 -0.223 -1.682
H -0.740 0.799 -1.610
```

As for the multiplicity: 1. As for the charge: 0. Its energy above the lowest of the compared OMol25 structures with the same formula, charge and spin is 41.9 kcal/mol. The calculation puts the highest occupied orbital energy at -9.39 eV. As for the SMILES: C=C(C)CCC=O. As for the lowest unoccupied orbital energy: 1.0 eV.

The following is a DFT calculation (ωB97M-V/def2-TZVPD) of the molecule C6H10O.

```
17
Properties=species:S:1:pos:R:3
O -0.671 0.609 -0.203
C 0.211 -0.427 -0.025
C 2.605 0.734 0.316
C -1.988 0.748 0.139
C 1.459 0.133 -0.623
C -0.254 -1.626 0.299
C -3.022 -0.058 -0.142
H -1.276 -1.851 0.486
H 2.990 0.079 1.093
H 2.076 -0.524 -1.129
H -2.265 1.774 0.562
H 1.176 0.879 -1.363
H -2.941 -0.908 -0.666
H -3.982 0.238 0.115
H 3.447 1.243 -0.266
H 2.067 1.486 0.798
H 0.367 -2.529 0.610
```

As for the multiplicity: 1. As for the charge: 0. Its energy above the lowest of the compared OMol25 structures with the same formula, charge and spin is 60.3 kcal/mol. The calculation puts the highest occupied orbital energy at -8.74 eV. As for the SMILES: C=COC(=C)CC. As for the lowest unoccupied orbital energy: 1.0 eV.

The following is a DFT calculation (ωB97M-V/def2-TZVPD) of the molecule C6H10O.

```
17
Properties=species:S:1:pos:R:3
O 1.476 2.346 -1.136
C -0.647 1.273 -0.744
C -0.074 0.598 0.503
C -0.142 -1.897 -0.186
C -0.637 -0.791 0.704
C 0.222 -1.880 1.274
C 0.337 2.142 -1.482
H 0.638 -1.650 -0.903
H -1.695 -0.828 0.964
H -0.256 1.218 1.389
H 1.247 -1.627 1.535
H -0.055 2.591 -2.420
H -0.236 -2.618 1.926
H -1.530 1.888 -0.523
H -0.997 0.520 -1.465
H -0.849 -2.643 -0.537
H 1.016 0.539 0.394
```

As for the multiplicity: 1. As for the charge: 0. Its energy above the lowest of the compared OMol25 structures with the same formula, charge and spin is 17.0 kcal/mol. The calculation puts the highest occupied orbital energy at -9.80 eV. As for the SMILES: O=CCCC1CC1. As for the lowest unoccupied orbital energy: 1.1 eV.

The following is a DFT calculation (ωB97M-V/def2-TZVPD) of the molecule C6H10O.

```
17
Properties=species:S:1:pos:R:3
O 0.282 -1.402 1.800
C 0.997 1.388 0.860
C 0.628 -1.000 0.710
C -0.700 0.535 -0.791
C -0.952 -1.980 -0.884
C -0.087 1.759 -0.162
C -0.366 -0.692 -0.389
H 0.696 0.571 1.529
H -1.397 -2.516 -0.038
H -1.466 0.676 -1.564
H -0.170 -2.627 -1.301
H -0.870 2.343 0.337
H 1.962 1.207 0.362
H 0.314 2.418 -0.947
H 1.700 -0.944 0.440
H 1.153 2.140 1.613
H -1.712 -1.809 -1.646
```

As for the multiplicity: 1. As for the charge: 0. Its energy above the lowest of the compared OMol25 structures with the same formula, charge and spin is 30.1 kcal/mol. The calculation puts the highest occupied orbital energy at -9.51 eV. As for the SMILES: CC/C=C(/C)C=O. As for the lowest unoccupied orbital energy: 0.9 eV.

The following is a DFT calculation (ωB97M-V/def2-TZVPD) of the molecule C6H10O.

```
17
Properties=species:S:1:pos:R:3
O 2.570 -0.262 0.784
C 0.256 0.454 0.516
C -1.713 -0.454 -0.941
C -2.283 0.629 -0.070
C -0.846 0.692 -0.495
C 2.849 -1.498 1.081
C 1.498 -0.084 -0.170
H 3.698 -1.376 1.800
H -2.983 1.332 -0.514
H -2.490 0.389 0.970
H 0.495 1.382 1.049
H -0.606 1.431 -1.259
H -2.023 -0.495 -1.981
H -0.077 -0.276 1.266
H 1.878 0.622 -0.915
H 1.313 -1.057 -0.632
H -1.536 -1.428 -0.489
```

As for the multiplicity: 1. As for the charge: 0. Its energy above the lowest of the compared OMol25 structures with the same formula, charge and spin is 79.5 kcal/mol. The calculation puts the highest occupied orbital energy at -8.61 eV. As for the lowest unoccupied orbital energy: 0.9 eV.